Entry 1:
14
Properties=species:S:1:pos:R:3:forces:R:3 method="wB97M-V/def2-TZVPD" lumo_energy_ev=-0.90 orbital_gap_ev=8.0 relative_energy_kj_mol=122.2 homo_energy_ha=-0.3275 total_energy_ha=-3014.31118
H 1.8804 1.6750 -1.0316 0.1 0.1 0.0
C 1.1769 0.8885 -0.8051 0.6 -0.5 0.6
H 2.2969 0.1750 0.8621 0.2 -0.1 0.0
H -1.7178 -1.2373 -0.2256 0.2 0.0 -0.1
N -1.2106 0.6945 -0.7675 -0.8 0.9 -0.8
C 0.6130 -1.1122 0.4490 -2.6 0.4 -0.5
C -1.3508 -0.2852 0.1496 2.9 -1.9 0.1
C -0.1414 1.0875 -1.3379 -0.4 -0.1 0.0
C -1.8696 0.0773 1.4196 -0.2 0.3 0.4
Br 0.5958 -2.4893 -0.9276 0.1 0.3 0.3
F 0.7298 -1.6908 1.6521 0.2 0.1 0.0
H -0.2719 1.8346 -2.1102 0.1 0.1 -0.1
N -2.1908 0.3664 2.4806 -0.2 0.1 0.4
C 1.4602 0.0160 0.1926 0.1 0.3 -0.4

***

Entry 2:
15
Properties=species:S:1:pos:R:3:forces:R:3 method="wB97M-V/def2-TZVPD" lumo_energy_ev=2.59 total_charge=-1 orbital_gap_ev=7.9 relative_energy_kj_mol=0.0 homo_energy_ha=-0.1960 total_energy_ha=-1315.22558
C -0.4686 -0.4552 -1.2406 2.6 1.3 -1.3
S 1.9546 -0.3382 -2.0099 0.0 0.0 0.2
Cl -0.6673 0.9123 4.0621 0.1 0.0 0.1
C 2.6566 -0.0173 0.7051 0.1 0.4 0.8
H -0.2971 0.0213 0.7473 0.1 0.2 1.8
O 3.8296 0.2195 0.5204 0.1 -0.3 -0.6
C 1.6431 -0.2580 -0.3121 -0.8 0.9 -0.4
H -1.4678 -0.5394 -1.1115 -3.1 -0.2 -0.3
C 2.1042 0.0297 2.1472 1.3 0.0 -1.8
O 1.5234 1.1549 2.3167 -1.3 0.5 1.8
H 0.8429 1.0725 3.2260 0.1 0.3 -1.0
H 0.0426 -0.4483 -3.3922 -0.8 -0.3 -1.8
C 0.2809 -0.4094 -2.3902 0.9 -0.5 2.2
O 2.3582 -0.8704 2.8910 -0.2 -0.9 1.1
C 0.2820 -0.1570 -0.1046 0.9 -1.6 -0.8

***

Entry 3:
18
Properties=species:S:1:pos:R:3:forces:R:3 method="wB97M-V/def2-TZVPD" lumo_energy_ev="-2.21 / -2.21" orbital_gap_ev="6.8 / 6.8" homo_energy_ha="-0.3304 / -0.3306" total_energy_ha=-1209.04935
C 0.1952 -0.2981 1.1092 -2.1 0.1 -2.3
C 0.5795 -0.4189 -0.2707 -0.5 -0.3 -0.4
O -1.2429 -2.0934 -1.7174 -0.7 0.8 0.6
O -0.8242 -3.9511 -2.6106 0.2 0.4 -0.5
C 1.7036 -0.7663 -0.9093 -0.3 0.8 -1.2
F 2.5324 -2.5428 0.3232 -0.2 -0.9 0.6
H -2.7423 0.6969 -0.0352 -1.0 0.2 0.0
F 3.3426 -0.6100 0.7874 -0.1 1.2 2.0
H 0.7642 -0.2693 1.9090 3.4 -0.4 3.4
C -1.7822 0.2875 0.1017 1.3 -0.1 -3.9
O 0.5206 -2.3162 -2.9649 0.8 1.1 -0.6
C -1.0653 0.1047 1.2737 -2.5 1.2 3.0
F 3.9905 -1.5697 -0.9409 -0.9 -0.2 -0.4
H -1.6854 0.4735 2.2351 2.2 -1.3 -1.9
C 2.8922 -1.3767 -0.1558 0.5 0.1 -2.6
N -0.4904 -2.7794 -2.4913 -0.5 -2.9 0.6
S -0.8828 -0.0570 -1.2898 -0.5 1.0 2.0
H 1.6625 -0.5700 -2.0262 0.8 -0.8 1.6

***

Entry 4:
17
Properties=species:S:1:pos:R:3:forces:R:3 method="wB97M-V/def2-TZVPD" lumo_energy_ev="-13.56 / -19.95" total_charge=+3 orbital_gap_ev="10.1 / 5.0" relative_energy_kj_mol=106.1 homo_energy_ha="-0.8707 / -0.9180" total_energy_ha=-1831.93768 spin_multiplicity=5
H -1.7195 0.0175 1.6334 0.0 -0.3 0.4
C 1.6783 0.9537 -0.6654 7.2 5.6 0.7
O -2.0977 -1.9986 -0.6054 3.6 2.7 -0.3
C -1.1854 -1.2995 -0.6653 -6.6 -5.1 0.7
C -0.8603 1.2836 -0.7577 -5.2 6.3 1.0
H -0.8273 1.4711 2.1126 0.7 0.8 0.9
Mn 0.2493 -0.1718 -0.7858 0.1 -0.1 0.7
H -0.8332 0.0086 3.2222 0.1 0.2 1.1
O 2.0927 -2.5245 -0.6140 -3.4 4.4 -0.4
O 0.2418 -0.1612 -3.7974 0.0 0.0 5.9
O 2.5869 1.6727 -0.6143 -4.1 -3.3 -0.3
H 1.1602 0.1878 1.7856 0.7 0.1 1.1
C -0.8450 0.3763 2.1798 0.4 -1.9 -2.4
O 0.3117 -0.2144 1.5158 -2.1 1.5 2.2
C 1.3807 -1.6107 -0.6839 5.6 -7.4 0.7
C 0.2477 -0.1642 -2.6354 0.0 -0.1 -11.3
O -1.5809 2.1735 -0.6249 2.9 -3.4 -0.8

***

Entry 5:
15
Properties=species:S:1:pos:R:3:forces:R:3 method="wB97M-V/def2-TZVPD" lumo_energy_ev="-2.15 / -2.15" orbital_gap_ev="7.5 / 7.5" relative_energy_kj_mol=500.0 homo_energy_ha="-0.3540 / -0.3540" total_energy_ha=-888.97894
C -0.5401 0.2595 0.6304 0.4 -1.5 -3.0
C 0.2387 -1.3862 -1.4142 1.4 2.2 0.4
H -2.4624 -0.5683 0.5346 -2.4 -0.4 0.6
H 1.4264 1.1039 0.2553 0.6 1.4 1.3
S -1.9807 -2.6031 -1.8555 -3.2 -1.2 -1.5
N -2.6826 -3.8005 -1.3543 2.0 1.9 0.3
O 1.2372 -2.7298 -3.0721 -1.4 1.8 1.8
N 0.2709 -2.3256 -2.4383 1.2 -2.7 -1.7
H -0.7178 0.8664 1.4134 -0.9 2.0 2.6
C 0.7153 0.3791 0.0250 0.1 -0.2 -0.3
O -2.3312 -1.9358 -3.1178 0.6 0.1 1.2
C -1.0386 -1.3348 -0.9017 -1.3 -2.8 -1.6
C -1.5438 -0.5756 0.0904 3.9 1.5 0.8
H 2.0768 -0.4040 -1.4638 2.5 0.6 -0.9
C 1.1705 -0.3969 -0.9977 -3.6 -2.7 0.0

***

Entry 6:
21
Properties=species:S:1:pos:R:3:forces:R:3 method="wB97M-V/def2-TZVPD" lumo_energy_ev="-9.49 / -9.26" total_charge=+2 orbital_gap_ev="4.7 / 6.4" relative_energy_kj_mol=6.3 homo_energy_ha="-0.5217 / -0.5753" total_energy_ha=-2038.94723 spin_multiplicity=2
O -0.1933 -1.0355 -4.3319 0.0 0.1 -0.5
H -1.9299 -1.1906 1.5868 -0.1 -0.1 0.0
O -3.6542 -0.0462 -1.8239 3.3 0.0 0.4
H 1.9363 1.1259 3.9683 0.3 0.2 0.2
C -0.1039 -0.0939 -3.6280 -0.2 0.4 1.0
H -0.0115 1.0030 -3.9537 0.2 -0.5 -0.7
N 0.4145 0.2137 3.0665 -0.1 -0.1 0.1
O -0.1244 3.6077 -1.4557 0.0 -3.9 0.3
Yb -0.0666 -0.0170 -1.1615 0.0 0.1 -0.9
N -0.1573 -0.1070 1.0502 0.4 0.2 2.3
C -0.0793 -2.5089 -1.4468 0.0 -3.8 -0.2
C -2.5239 -0.0535 -1.6541 -3.4 -0.1 -0.3
N 0.8189 0.4783 1.8433 -1.3 -0.8 0.8
O -0.0725 -3.6490 -1.5286 0.0 3.6 0.2
N -0.7397 -0.4961 3.1884 1.2 0.8 -1.6
N 1.1006 0.6134 4.1631 -0.6 -0.3 -1.6
C -0.1201 2.4649 -1.3740 0.0 4.3 -0.3
C 2.3406 -0.0232 -1.6574 3.6 0.1 -0.4
O 3.4695 -0.0002 -1.8148 -3.1 -0.1 0.3
H 0.7410 0.3744 5.0687 -0.2 -0.1 0.1
C -1.0447 -0.6602 1.8950 0.1 0.0 1.1